Record 1
Molecular formula: C4H7ClS3
Method: DFT, ωB97M-V/def2-TZVPD

XYZ file:
```
15
Properties=species:S:1:pos:R:3:forces:R:3
C 0.38359 -0.35533 1.12428 1.719 1.395 1.100
C 1.86208 -0.14225 1.37042 0.385 1.715 -3.382
C -0.81019 0.38296 -1.23801 2.463 -0.648 -1.526
C -2.00240 -0.03937 -1.63103 -0.548 0.542 0.284
S -0.56076 0.96393 0.35666 0.163 0.882 1.025
S 2.90345 0.09142 -0.18031 1.482 -2.423 1.862
S -3.54323 -0.04600 -0.80197 0.051 -0.073 0.532
Cl -2.30036 -0.48906 -3.23023 0.139 -0.455 -1.399
H 0.32296 -1.21819 0.55344 -0.882 -1.895 -0.661
H 0.14831 -0.39207 2.17206 -1.544 -0.694 0.345
H 2.05048 0.72592 1.92599 0.100 1.195 1.033
H 2.30490 -0.95216 1.83885 0.657 -1.741 0.978
H 0.13630 0.32933 -1.93226 -2.246 0.030 1.162
H 2.15484 0.91178 -0.74938 -1.907 2.135 -1.254
H -3.04997 0.22911 0.42149 -0.032 0.035 -0.099
```
Forces are in eV/Å.

Calculated values
ΔE to the lowest compared entry with this formula, charge and spin: 0.954 eV
HOMO: -8.788 eV
Kohn-Sham gap: 9.28 eV

natural (NBO) atomic charge list, values in e, 4 entries: atom 1 (C): -0.5519, atom 2 (C): -0.4543, atom 3 (C): -0.4727, atom 4 (C): -0.2005

***

Record 2
Molecular formula: C3H5N2O
Method: DFT, ωB97M-V/def2-TZVPD

XYZ file:
```
11
Properties=species:S:1:pos:R:3:forces:R:3
C 1.18085 0.05505 -0.50344 0.099 -0.066 -0.100
C 0.79791 -1.16791 -0.02385 -0.901 -3.010 2.596
C -0.64833 1.07749 0.38867 -2.200 2.394 -2.110
N 0.59977 1.19672 -0.23292 2.320 -0.513 -0.977
N -1.35047 -0.20663 0.60379 -1.318 -2.224 -2.777
O -2.11462 -0.63618 -0.38207 1.785 2.207 2.726
H 2.00316 -0.10205 -1.24847 -0.499 1.258 0.242
H 0.90661 -2.02904 -0.68104 0.274 -0.020 -0.089
H 0.48074 -1.54898 1.02987 0.515 1.514 -1.905
H -0.59011 1.52216 1.37152 -0.289 0.123 0.624
H -1.26550 1.83937 -0.32206 0.215 -1.661 1.771
```
Forces are in eV/Å.

Calculated values
ΔE to the lowest compared entry with this formula, charge and spin: 2.894 eV
HOMO (alpha / beta): -2.337 / -1.978 eV
charge: -1
Kohn-Sham gap (alpha / beta): 7.12 / 6.38 eV

natural (NBO) atomic charge list, values in e, 4 entries: atom 1 (C): 0.0031, atom 2 (C): -0.6244, atom 3 (C): -0.1368, atom 4 (N): -0.5638

***

Record 3
Molecular formula: C28H49BrNOP3Pt
Method: DFT, ωB97M-V/def2-TZVPD

XYZ file:
```
84
Properties=species:S:1:pos:R:3:forces:R:3
N -5.42056 -1.53064 3.81751 -0.049 -0.011 0.370
C -4.54922 -0.66422 4.34964 -0.041 0.679 -0.597
C -4.11464 0.48192 3.66044 -0.115 -0.339 -0.324
C -4.55765 0.66776 2.31856 -0.526 -0.484 0.223
C -5.58984 -0.17307 1.84844 0.225 -0.731 0.806
C -5.98588 -1.26675 2.64329 0.380 1.031 -0.504
C -3.90200 1.56917 1.39538 -0.789 0.399 1.403
Pt 0.06385 0.47463 -1.47799 1.629 0.318 -0.682
P 2.42171 0.54686 -1.95731 -0.615 -1.139 1.353
C -4.02859 1.48501 0.03949 1.293 0.507 -1.493
C -2.94970 1.97596 -0.79990 -1.388 -0.362 0.599
C -2.78537 1.42576 -2.09327 0.043 -0.080 -0.282
C -1.58690 1.59304 -2.78520 0.008 0.286 0.539
C -0.51411 2.33669 -2.12249 -0.205 1.385 -1.573
C -0.81715 3.16169 -0.97522 -0.456 -0.551 0.316
C -1.98184 2.89210 -0.28635 1.126 0.654 -0.197
Br 0.93002 2.99555 -3.36698 -1.853 0.547 0.925
H -3.29963 2.34991 1.86724 0.261 -0.486 -0.325
H -4.81091 0.89901 -0.45713 0.477 0.003 0.358
H -3.43000 1.18877 4.14145 -0.138 -0.317 -0.296
H -6.04868 -0.00200 0.88314 -0.015 -0.137 0.087
H -4.18645 -0.87974 5.36090 -0.151 0.044 -0.424
H -6.76847 -1.93477 2.29006 0.166 0.002 0.154
H -3.61927 0.85977 -2.53282 0.502 0.212 0.142
H -2.20715 3.43045 0.63713 0.200 -0.076 -0.435
H -1.45911 1.32948 -3.83425 -0.118 -0.197 0.357
H -0.09863 3.92790 -0.68627 -0.285 -0.216 0.145
P -0.38763 -1.62808 -0.80824 -0.258 -1.718 -0.180
C 2.72259 1.99397 -0.82285 -0.093 0.372 -0.302
C 3.72518 3.03362 -1.29636 0.247 0.311 0.379
H 3.02030 1.55300 0.14830 -0.089 -0.080 -0.591
H 1.74208 2.46420 -0.61539 0.508 -0.210 -0.238
H 3.62860 3.89839 -0.63107 0.223 -0.003 -0.179
H 4.75865 2.66499 -1.22416 -0.363 0.183 -0.202
H 3.50705 3.37679 -2.31033 0.200 -0.060 0.132
C 2.67275 0.36570 -3.78520 -0.371 0.895 -0.503
C 4.06538 0.43353 -4.41022 0.339 -0.117 -0.413
H 2.04594 1.14058 -4.25909 0.387 -0.786 0.265
H 2.20512 -0.59512 -4.06026 0.025 0.201 0.474
H 3.94939 0.68990 -5.47728 0.033 -0.107 0.416
H 4.71500 1.19677 -3.96575 -0.170 -0.207 -0.117
H 4.55628 -0.54874 -4.38374 0.040 0.394 0.135
C 3.60057 -0.62890 -1.21414 -0.466 -0.364 -0.014
C 5.07049 -0.23620 -1.34791 0.344 -0.092 -0.060
H 3.41111 -1.61881 -1.65867 0.135 0.309 0.174
H 3.32109 -0.67064 -0.14881 0.049 -0.124 -0.416
H 5.67966 -1.08297 -1.01602 -0.020 0.174 -0.005
H 5.37031 -0.00802 -2.37671 -0.092 -0.080 0.409
H 5.31894 0.61701 -0.71141 -0.025 -0.107 -0.101
C 0.58697 -2.49299 0.48275 -0.218 0.347 0.633
C 1.95298 -3.09697 0.17330 0.427 -0.330 -0.009
H -0.05655 -3.27538 0.90456 0.017 0.271 -0.232
H 0.71560 -1.69461 1.23867 -0.285 -0.581 -0.302
H 2.04456 -4.07575 0.66608 -0.097 0.246 -0.264
H 2.14296 -3.24813 -0.89315 0.011 -0.071 0.171
H 2.76571 -2.48894 0.58656 -0.249 -0.107 -0.208
C -0.30479 -2.68972 -2.31158 0.084 -0.271 0.456
C -1.12074 -2.20702 -3.51108 -0.109 -0.072 -0.270
H -0.61790 -3.70371 -2.01578 0.173 0.191 -0.081
H 0.76147 -2.74524 -2.56370 -0.165 -0.019 0.010
H -0.61479 -2.50320 -4.43988 -0.226 0.106 0.205
H -2.12097 -2.65945 -3.53349 0.239 0.161 0.062
H -1.24275 -1.11619 -3.52277 0.099 -0.209 -0.021
C -2.16022 -1.74717 -0.27915 -0.282 0.229 0.030
C -2.48359 -2.39831 1.06908 -0.106 -0.049 0.345
H -2.67621 -2.30123 -1.07765 0.165 0.181 0.086
H -2.57055 -0.72158 -0.28756 0.162 -0.418 -0.035
H -3.57232 -2.52714 1.16432 0.313 0.060 -0.078
H -2.03509 -3.39508 1.18115 -0.192 0.324 -0.042
H -2.16546 -1.77059 1.91741 0.031 -0.239 -0.312
C -0.02491 -0.56424 4.13251 0.025 0.061 0.254
P 1.02656 0.44953 3.06046 -0.302 -0.319 -1.056
C 0.65213 2.19045 3.35042 0.206 0.140 0.487
C 2.72505 0.01207 3.49011 0.152 0.195 0.312
O 0.77159 0.18828 1.59386 0.062 0.207 0.326
H -1.05029 -0.59491 3.73639 0.306 0.093 0.072
H -0.04715 -0.15343 5.15227 0.005 -0.178 -0.215
H 0.37043 -1.59179 4.17388 -0.144 0.362 -0.038
H 0.90555 2.52840 4.36720 -0.133 -0.027 -0.350
H 1.21034 2.77918 2.60843 -0.106 -0.161 0.265
H -0.42354 2.33535 3.16373 0.341 -0.092 0.110
H 2.83909 -1.08276 3.47499 -0.163 0.337 -0.015
H 3.42123 0.43563 2.75540 -0.209 0.013 0.175
H 2.99289 0.37550 4.49007 0.016 -0.104 -0.179
```
Forces are in eV/Å.

Calculated values
ΔE to the lowest compared entry with this formula, charge and spin: 0.000 eV
HOMO (alpha / beta): -12.558 / -14.251 eV
charge: +2
Kohn-Sham gap (alpha / beta): 6.18 / 4.99 eV
spin multiplicity: 3

Löwdin atomic charge list, values in e, 4 entries: atom 1 (N): 0.0858, atom 2 (C): -0.1076, atom 3 (C): 0.0042, atom 4 (C): -0.2031